No. 1
Density functional theory data (the ωB97M-V functional and the def2-TZVPD basis) for a 3-piece molecular cluster, C24H38F3N5O8S overall at a distorted geometry.

Geometry as XYZ:
```
79
Properties=species:S:1:pos:R:3:forces:R:3
C -2.72473 -6.13147 4.62202 2.114 -0.518 -0.956
C -1.32639 -6.52513 4.18203 -1.329 1.973 0.420
C -0.25592 -5.24862 4.07188 1.849 -0.168 2.064
C -0.54219 -4.15765 2.90015 2.733 1.296 1.738
N 0.29873 -2.93044 2.68918 0.015 -5.045 4.517
C 1.41644 -2.84157 3.68942 0.560 0.150 0.382
C 2.39665 -1.49826 3.59954 1.483 -2.044 3.050
C 3.65306 -1.29211 4.63697 -2.362 -1.922 -1.486
C 4.54580 0.08083 4.51673 0.189 -1.192 -0.769
O 4.18589 0.90629 5.71728 1.238 -1.298 -1.261
N 2.81736 0.92575 5.76246 -1.797 -0.477 3.809
O 2.43022 0.79030 6.91820 1.270 0.873 -3.708
C 4.00568 -2.43295 5.76290 -5.034 -1.867 -2.579
S 5.41680 -2.38250 6.99253 6.553 -1.045 -2.911
O 6.26743 -3.68508 6.79450 -4.092 4.334 1.174
O 6.33508 -1.14194 6.89507 -4.295 -3.625 0.519
C 4.62474 -2.45430 8.72106 -1.684 -0.302 3.819
F 3.16971 -2.11222 8.67240 5.065 -1.112 0.347
F 5.33033 -1.51975 9.63466 -2.690 -3.451 -3.195
F 4.74760 -3.84648 9.25594 -0.529 4.960 -1.726
C 3.01001 -3.75184 5.82404 0.713 2.552 -1.128
C 1.69636 -3.97528 4.82187 1.128 0.863 0.270
N 0.87951 -5.21517 5.05604 -1.722 4.702 -5.319
H -3.53772 -5.93599 3.77955 1.044 -2.096 2.271
H -2.91683 -5.98290 5.77508 0.562 1.468 -2.676
H -1.04874 -7.63656 3.90051 -0.640 2.809 -0.875
H -1.45750 -4.33512 2.17410 2.207 0.483 1.705
H 2.12932 -0.68451 2.77162 0.805 -2.037 2.052
H 4.36575 0.67049 3.51246 -0.082 -1.284 2.093
H 5.70187 -0.21298 4.51892 -2.678 0.923 0.602
H 3.25404 -4.59057 6.63824 -0.685 2.015 -2.053
C 1.54099 1.70849 -3.82731 -0.145 0.140 0.293
O 0.41147 1.37791 -3.02909 0.183 -0.219 -0.458
C -0.33438 0.27191 -3.55267 -0.274 -0.195 0.584
C -0.24088 -0.92853 -2.59790 0.565 0.347 -0.478
N 1.11149 -1.49967 -2.60277 -0.316 -0.028 0.181
C 1.32905 -2.49022 -1.53913 0.410 0.455 -0.079
C 1.29142 -1.97808 -0.08739 0.298 -0.645 -0.213
O 2.36416 -1.09303 0.24062 -0.560 0.108 -0.021
C 2.11268 0.27303 -0.06231 0.346 -0.090 0.099
H 1.99011 2.61879 -3.42073 -0.143 -0.114 0.009
H 2.28706 0.91082 -3.78990 0.079 -0.028 -0.193
H 1.24394 1.89871 -4.86248 0.080 -0.042 -0.024
H -0.01885 0.00137 -4.56959 0.144 0.044 0.239
H -1.37933 0.59392 -3.60588 0.009 -0.032 -0.010
H -0.95771 -1.69519 -2.91145 0.073 0.019 0.025
H -0.51710 -0.58315 -1.59896 -0.277 0.111 0.066
H 1.78872 -0.74974 -2.48604 -0.187 -0.173 -0.052
H 2.32146 -2.92245 -1.71990 -0.143 0.000 0.147
H 0.60613 -3.30516 -1.65695 -0.046 0.114 0.046
H 1.41907 -2.85058 0.56435 0.030 0.203 -0.155
H 0.32363 -1.54387 0.18358 0.078 0.152 -0.061
H 1.05322 0.53468 0.02735 0.056 -0.079 -0.120
H 2.48262 0.51218 -1.06235 -0.189 0.182 -0.012
H 2.67730 0.88613 0.64732 -0.025 -0.097 -0.020
C -6.09088 2.62803 -5.98539 0.018 0.379 -0.150
O -5.99642 3.95394 -5.48010 -0.030 -0.523 0.267
C -5.93841 4.00035 -4.04897 0.332 0.603 0.021
C -4.56754 4.52291 -3.59179 -0.211 -0.716 -0.349
N -3.51263 3.53901 -3.86428 -0.058 0.343 0.099
C -2.15627 4.07167 -3.67354 -0.075 -0.295 -0.457
C -1.69945 5.18403 -4.63543 0.446 -0.305 0.198
O -1.55677 4.75314 -5.99029 -0.379 0.338 0.356
C -2.75139 4.82204 -6.75792 0.336 -0.143 -0.223
H -6.23535 2.68600 -7.06771 0.013 0.096 0.163
H -5.16915 2.07407 -5.79084 -0.050 -0.200 0.060
H -6.94516 2.10436 -5.54724 0.060 -0.083 0.008
H -6.17055 3.02895 -3.59138 0.177 0.077 -0.199
H -6.70696 4.70973 -3.72561 0.034 -0.038 0.020
H -4.60046 4.72846 -2.51634 0.042 -0.031 -0.065
H -4.37484 5.46046 -4.11843 -0.173 0.237 0.033
H -3.59884 3.21786 -4.82558 -0.008 0.098 0.233
H -1.47270 3.22115 -3.79071 0.036 0.219 0.051
H -2.05096 4.41817 -2.63940 -0.064 0.049 -0.081
H -0.69658 5.49231 -4.31676 -0.072 -0.068 -0.065
H -2.32141 6.08260 -4.56968 -0.166 -0.075 -0.130
H -3.40760 5.63917 -6.44068 0.020 -0.136 0.076
H -3.28178 3.86750 -6.71722 -0.234 0.116 -0.008
H -2.47258 4.99360 -7.80247 0.049 0.007 0.158
```
Positions in Å, forces in eV/Å.

The SMILES is C=Cc1cnc2cc(CON=O)c(S(=O)(=O)C(F)(F)F)cc2n1.COCCNCCOC.COCCNCCOC.

The net atomic charges from Mulliken, expressed in e, are: number 1, C, carries -0.4878; number 2, C, carries -0.5770; number 3, C, carries 0.4827; number 4, C, carries -0.2006; number 5, N, carries -0.3108; number 6, C, carries 0.1219; number 7, C, carries -0.4084; number 8, C, carries 0.2884; number 9, C, carries -0.3885; number 10, O, carries -0.1322; number 11, N, carries 0.2042; number 12, O, carries -0.3212; number 13, C, carries 0.2097; number 14, S, carries 1.0527; number 15, O, carries -0.5825; number 16, O, carries -0.5783; number 17, C, carries 0.6718; number 18, F, carries -0.2027; number 19, F, carries -0.2009; number 20, F, carries -0.2050; number 21, C, carries -0.5408; number 22, C, carries 0.4753; number 23, N, carries -0.5300; number 24, H, carries 0.2489; number 25, H, carries 0.2629; number 26, H, carries 0.3054; number 27, H, carries 0.3192; number 28, H, carries 0.0875; number 29, H, carries 0.2763; number 30, H, carries 0.3382; number 31, H, carries 0.2788; number 32, C, carries -0.8484; number 33, O, carries -0.2803; number 34, C, carries -0.7889; number 35, C, carries -0.2324; number 36, N, carries -0.3082; number 37, C, carries -1.0746; number 38, C, carries -0.1120; number 39, O, carries -0.3925; number 40, C, carries -0.6296; number 41, H, carries 0.2434; number 42, H, carries 0.3937; number 43, H, carries 0.3380; number 44, H, carries 0.4278; number 45, H, carries 0.3584; number 46, H, carries 0.3957; number 47, H, carries 0.1830; number 48, H, carries 0.1037; number 49, H, carries 0.4047; number 50, H, carries 0.4122; number 51, H, carries 0.2754; number 52, H, carries 0.3355; number 53, H, carries 0.3313; number 54, H, carries 0.2109; number 55, H, carries 0.3044; number 56, C, carries -0.6846; number 57, O, carries -0.3468; number 58, C, carries -0.7613; number 59, C, carries -0.3287; number 60, N, carries -0.2437; number 61, C, carries -0.2456; number 62, C, carries -0.6716; number 63, O, carries -0.4385; number 64, C, carries -0.5955; number 65, H, carries 0.2404; number 66, H, carries 0.2688; number 67, H, carries 0.3438; number 68, H, carries 0.3969; number 69, H, carries 0.3942; number 70, H, carries 0.3435; number 71, H, carries 0.2382; number 72, H, carries 0.0764; number 73, H, carries -0.0821; number 74, H, carries 0.4710; number 75, H, carries 0.4258; number 76, H, carries 0.3971; number 77, H, carries 0.2950; number 78, H, carries 0.2052; number 79, H, carries 0.2940

No. 2
Density functional theory data (the ωB97M-V functional and the def2-TZVPD basis) for one molecule with the formula C24H38N4O5S2 at a distorted geometry.

Geometry as XYZ:
```
73
Properties=species:S:1:pos:R:3:forces:R:3
C 0.90738 -5.59221 0.77687 0.028 0.220 -0.237
H 1.32351 -4.88663 1.49289 0.056 0.039 0.135
H 0.08173 -6.11647 1.25354 -0.104 -0.096 0.094
H 1.67644 -6.31962 0.52748 0.071 -0.095 0.035
C 0.42404 -4.87118 -0.48021 -0.261 -0.037 0.134
C -0.10641 -5.88456 -1.49062 0.187 0.254 0.051
H -0.97861 -6.40019 -1.09332 -0.140 -0.084 0.023
H -0.37997 -5.40169 -2.42489 -0.092 -0.003 -0.141
H 0.65720 -6.62913 -1.70782 0.036 -0.096 -0.057
C -0.63350 -3.82070 -0.07688 0.437 -0.108 -0.002
N -1.12831 -2.93116 -1.10554 0.089 -0.114 -0.072
C -0.11552 -2.18676 -1.81842 -0.108 0.300 -0.151
H 0.20187 -2.67674 -2.75427 0.036 -0.007 0.092
C -0.61723 -0.77564 -2.15034 0.260 -0.122 -0.103
N -1.08918 -0.15617 -0.93506 -0.137 -0.506 -0.177
C -0.73094 1.06641 -0.53865 -0.415 0.143 0.514
O -0.07009 1.84674 -1.19926 0.273 0.323 -0.237
C -1.23230 1.41515 0.87417 -0.150 0.017 -0.295
N -0.41549 0.77798 1.89771 -0.157 0.146 -0.141
C -0.77147 -0.47022 2.29670 0.118 -0.325 0.291
O -1.72621 -1.05384 1.81946 -0.162 -0.169 -0.029
C 0.10581 -1.09252 3.35533 0.106 0.174 0.326
H 1.09011 -1.33953 2.95041 -0.066 -0.049 -0.061
H -0.37265 -1.98913 3.74448 -0.014 0.066 -0.121
S 0.33657 0.06806 4.73446 -0.102 -0.029 -0.179
C 1.07673 1.33228 3.75536 -0.115 -0.219 -0.010
C 2.05880 2.15035 4.29782 -0.047 -0.010 -0.207
C 2.67940 3.10637 3.51382 0.114 0.128 0.036
C 2.32746 3.21197 2.18144 0.133 0.330 -0.179
C 1.34113 2.42102 1.63120 -0.080 -0.174 0.028
C 0.67546 1.48835 2.42134 0.609 0.355 0.307
H 1.09762 2.54194 0.58831 -0.182 -0.040 -0.137
S 3.19949 4.35201 1.10249 -0.391 -0.355 0.235
O 3.60823 5.48158 1.89033 -0.277 0.007 0.020
O 4.20869 3.59858 0.41520 -0.203 -0.061 -0.219
N 1.98479 4.76942 0.03784 0.910 -0.291 0.631
C 2.17978 4.42688 -1.35858 0.322 -0.058 -0.594
H 2.74346 3.49646 -1.39447 -0.114 -0.016 -0.229
C 2.94912 5.53826 -2.07470 -0.010 -0.304 0.019
O 2.31866 6.79097 -1.90958 -0.137 0.062 -0.131
C 2.20888 7.13353 -0.54603 -0.142 -0.021 0.271
H 1.71524 8.10631 -0.51512 0.046 -0.048 0.089
C 1.40245 6.08229 0.22145 -0.053 0.633 0.114
H 1.40811 6.30530 1.28754 -0.189 0.171 -0.056
H 0.37324 6.04913 -0.15018 0.057 -0.005 0.064
H 3.20713 7.20882 -0.08988 -0.086 0.056 -0.048
H 2.98768 5.35806 -3.15001 0.063 -0.065 0.074
H 3.97126 5.57587 -1.66763 -0.046 0.006 -0.090
H 1.19479 4.27425 -1.80890 0.070 -0.021 0.058
H 3.43774 3.75980 3.91232 0.095 0.066 0.136
H 2.32602 2.02353 5.33509 0.098 -0.003 0.101
H -1.19878 2.49592 1.01537 0.015 -0.134 -0.066
H -2.25535 1.04997 0.99900 0.131 0.113 -0.003
H -1.58398 -0.78362 -0.30844 0.033 0.181 0.128
H 0.18572 -0.15997 -2.56132 -0.110 -0.076 -0.026
H -1.42921 -0.82472 -2.88246 0.081 0.017 -0.050
H 0.75828 -2.09314 -1.16952 0.027 0.006 -0.036
C -2.24239 -3.40033 -1.90935 -0.360 0.426 0.044
H -2.46276 -4.44390 -1.67281 0.016 -0.067 -0.053
C -3.53083 -2.59078 -1.66909 -0.120 -0.395 -0.065
C -3.98991 -2.72176 -0.22016 0.165 0.166 -0.230
H -4.88270 -2.12374 -0.05095 -0.108 0.046 0.072
H -4.22837 -3.75875 0.00855 -0.056 -0.183 0.046
H -3.21564 -2.38513 0.46298 0.040 0.013 0.149
C -4.62115 -3.07367 -2.62311 0.218 0.221 0.094
H -4.31134 -2.95484 -3.65950 -0.019 -0.018 -0.151
H -5.53643 -2.50625 -2.47283 -0.132 0.014 -0.023
H -4.83952 -4.12562 -2.45007 -0.055 -0.153 0.013
H -3.33382 -1.53506 -1.87486 0.077 0.027 -0.028
H -1.98657 -3.35073 -2.97607 0.014 -0.085 -0.004
H -1.49382 -4.33078 0.35902 -0.025 -0.031 0.118
H -0.19784 -3.19333 0.71100 -0.050 -0.080 0.070
H 1.27829 -4.35336 -0.93004 -0.017 0.028 0.025
```
Positions in Å, forces in eV/Å.

The energy above the lowest of the compared OMol25 structures with the same formula, charge and spin is 28.0 kJ/mol. The SMILES is CC(C)CN(CCNC(=O)CN1C(=O)CSc2ccc(S(=O)(=O)N3CCOCC3)cc21)CC(C)C.

The net atomic charges from natural (NBO), expressed in e, are: number 1, C, carries -0.6009; number 2, H, carries 0.2039; number 3, H, carries 0.2015; number 4, H, carries 0.2110; number 5, C, carries -0.2379; number 6, C, carries -0.6093; number 7, H, carries 0.2003; number 8, H, carries 0.2075; number 9, H, carries 0.2104; number 10, C, carries -0.1912; number 11, N, carries -0.4886; number 12, C, carries -0.2142; number 13, H, carries 0.1780; number 14, C, carries -0.2227; number 15, N, carries -0.6321; number 16, C, carries 0.6690; number 17, O, carries -0.6499; number 18, C, carries -0.3105; number 19, N, carries -0.4456; number 20, C, carries 0.6895; number 21, O, carries -0.6277; number 22, C, carries -0.6225; number 23, H, carries 0.2419; number 24, H, carries 0.2630; number 25, S, carries 0.2950; number 26, C, carries -0.2045; number 27, C, carries -0.2120; number 28, C, carries -0.2040; number 29, C, carries -0.2305; number 30, C, carries -0.2749; number 31, C, carries 0.2027; number 32, H, carries 0.2692; number 33, S, carries 2.3088; number 34, O, carries -0.9434; number 35, O, carries -0.9345; number 36, N, carries -0.6927; number 37, C, carries -0.2590; number 38, H, carries 0.2410; number 39, C, carries -0.0873; number 40, O, carries -0.5237; number 41, C, carries -0.0874; number 42, H, carries 0.1961; number 43, C, carries -0.2527; number 44, H, carries 0.2307; number 45, H, carries 0.2049; number 46, H, carries 0.1792; number 47, H, carries 0.1980; number 48, H, carries 0.1719; number 49, H, carries 0.2202; number 50, H, carries 0.2417; number 51, H, carries 0.2293; number 52, H, carries 0.2324; number 53, H, carries 0.2465; number 54, H, carries 0.4452; number 55, H, carries 0.2318; number 56, H, carries 0.1894; number 57, H, carries 0.2010; number 58, C, carries -0.2129; number 59, H, carries 0.1954; number 60, C, carries -0.2213; number 61, C, carries -0.6195; number 62, H, carries 0.2083; number 63, H, carries 0.1953; number 64, H, carries 0.2336; number 65, C, carries -0.6051; number 66, H, carries 0.2041; number 67, H, carries 0.2114; number 68, H, carries 0.2003; number 69, H, carries 0.1905; number 70, H, carries 0.1853; number 71, H, carries 0.2005; number 72, H, carries 0.1908; number 73, H, carries 0.1920

Number 1: LUMO -2.33 eV. Number 2: LUMO 0.40 eV.